one:
Density functional theory data (ωB97M-V with the def2-TZVPD basis set) for one molecule with the formula C2H6N2.

Summary:
LUMO energy (eV): 1.305
Kohn-Sham gap (eV): 8.4
E_HOMO (eV): -7.08
Structure (SMILES): N/C=C/N

The geometry in ORCA input format:
```
! wB97M-V def2-TZVPD RIJCOSX def2/J DEFGRID3
* xyz 0 1
N 1.46476 0.61935 -0.96269
C 0.55493 -0.18192 -0.25998
C -0.62043 0.20815 0.22906
N -1.46815 -0.55688 1.05151
H 2.22533 0.19317 -1.45432
H 1.32746 1.61012 -0.87793
H 0.87854 -1.21062 -0.08008
H -0.99402 1.21358 0.04067
H -2.41641 -0.64815 0.74954
H -0.95199 -1.24681 1.56423
*
```

In the Löwdin picture, each atom carries the following charge in e: 0.0171, -0.2374, -0.2579, 0.0025, 0.0687, 0.0744, 0.1062, 0.0980, 0.0637, 0.0646

***

two:
Density functional theory data (ωB97M-V with the def2-TZVPD basis set) for one molecule with the formula C2H6N2.

Summary:
LUMO energy (eV): 0.995
Kohn-Sham gap (eV): 9.7
E_HOMO (eV): -8.67
Structure (SMILES): [H]/N=C/NC

The geometry in ORCA input format:
```
! wB97M-V def2-TZVPD RIJCOSX def2/J DEFGRID3
* xyz 0 1
H -2.62228 -0.33555 0.34270
N -1.79936 0.29839 0.64373
C -0.73071 -0.29156 0.19085
N 0.48167 0.28444 0.04386
C 1.72837 -0.16218 -0.69647
H -0.66289 -1.41539 0.00546
H 0.58078 1.14043 0.51999
H 1.96163 0.74530 -1.29701
H 2.49456 -0.50387 0.06829
H 1.48610 -0.98827 -1.41885
*
```

In the Löwdin picture, each atom carries the following charge in e: 0.0550, 0.0075, -0.3917, -0.0828, -0.0673, 0.1301, 0.0992, 0.0801, 0.0871, 0.0830

***

one (8.1 kJ/mol below the next structure)

***

one:
Density functional theory data (ωB97M-V with the def2-TZVPD basis set) for C2H6N2 as an isolated structure.

Summary:
LUMO energy (eV): 0.539
Kohn-Sham gap (eV): 9.0
E_HOMO (eV): -8.49

The geometry in ORCA input format:
```
! wB97M-V def2-TZVPD RIJCOSX def2/J DEFGRID3
* xyz 0 1
C -0.64429 -0.78309 -0.71094
N -0.00208 1.38071 0.39871
C 0.44106 0.04302 0.04552
N 1.42514 -0.50115 0.77058
H -0.49136 -1.87757 -0.51350
H -1.72811 -0.48871 -0.57748
H -0.36312 -0.56759 -1.72829
H 0.34184 2.18334 -0.14955
H 0.60170 1.32699 1.25423
H 0.41922 -0.71595 1.21072
*
```

In the Löwdin picture, each atom carries the following charge in e: -0.0579, 0.0590, -0.5270, 0.0213, 0.0878, 0.0901, 0.0595, 0.0888, 0.0821, 0.0962

***

two:
Density functional theory data (ωB97M-V with the def2-TZVPD basis set) for one molecule with the formula C2H6N2.

Summary:
LUMO energy (eV): 1.234
Kohn-Sham gap (eV): 9.1
E_HOMO (eV): -7.84
Structure (SMILES): N/C=C/N

The geometry in ORCA input format:
```
! wB97M-V def2-TZVPD RIJCOSX def2/J DEFGRID3
* xyz 0 1
N -1.62179 -0.73298 0.66360
C -0.23703 -0.53521 0.26981
C 0.13980 0.54861 -0.40470
N 1.40939 0.89528 -0.78078
H -1.63906 -0.71651 1.67270
H -1.79645 -1.71344 0.46299
H 0.51514 -1.23977 0.61908
H -0.62242 1.25746 -0.71401
H 1.58362 1.64680 -1.43487
H 2.26881 0.58974 -0.35382
*
```

In the Löwdin picture, each atom carries the following charge in e: -0.0165, -0.2439, -0.2419, 0.0260, 0.0512, 0.0553, 0.0924, 0.1124, 0.0809, 0.0841

***

three:
Density functional theory data (ωB97M-V with the def2-TZVPD basis set) for one molecule with the formula C2H6N2.

Summary:
LUMO energy (eV): 1.250
Kohn-Sham gap (eV): 9.6
E_HOMO (eV): -8.37
Structure (SMILES): C=NNC

The geometry in ORCA input format:
```
! wB97M-V def2-TZVPD RIJCOSX def2/J DEFGRID3
* xyz 0 1
C 0.61064 0.11399 1.81768
N -0.23201 -0.18873 0.90386
N 0.20689 -0.24891 -0.34320
C -0.74230 -0.04330 -1.40692
H 1.69346 0.12264 1.67259
H 0.24803 0.15582 2.82960
H 1.19296 0.09757 -0.43604
H -0.45803 -0.65378 -2.26471
H -1.72019 -0.36000 -1.04967
H -0.79946 1.00469 -1.72319
*
```

In the Löwdin picture, each atom carries the following charge in e: -0.0858, -0.0883, -0.1781, -0.1066, 0.0582, 0.0425, 0.1398, 0.0695, 0.0776, 0.0711

***

two (81.6 kJ/mol below the next structure)

***

one:
Density functional theory data (ωB97M-V with the def2-TZVPD basis set) for a 2-piece molecular cluster, C2H7Cl2NSi overall.

Summary:
LUMO energy (eV): -2.394
Kohn-Sham gap (eV): 4.6
E_HOMO (eV): -6.98

The geometry in ORCA input format:
```
! wB97M-V def2-TZVPD RIJCOSX def2/J DEFGRID3
* xyz 0 1
C -1.45518 -0.49524 0.01704
C 0.82884 0.50883 -0.85663
N -0.02390 -0.59684 -0.23608
Si 0.66352 -2.15651 0.12190
Cl -0.76256 -3.50888 0.13758
Cl 4.39808 0.16072 0.12227
H -1.74134 0.33546 0.66478
H -2.01581 -0.29960 -0.89079
H -1.83446 -1.38289 0.58550
H 1.39166 1.10147 0.01523
H 1.62950 -0.02825 -1.46738
H 0.12861 1.15511 -1.33777
H 2.14493 -2.53255 0.16344
*
```

In the Löwdin picture, each atom carries the following charge in e: -0.1766, -0.0926, -0.3605, 0.5004, 0.4486, -0.7759, 0.0922, 0.0907, 0.0317, 0.1074, 0.0696, 0.0636, 0.0014

***

two:
Density functional theory data (ωB97M-V with the def2-TZVPD basis set) for one molecule with the formula C2H7Cl2NSi.

Summary:
LUMO energy (eV): 0.675
Kohn-Sham gap (eV): 10.1
E_HOMO (eV): -9.39
Structure (SMILES): CN[Si](C)(Cl)Cl

The geometry in ORCA input format:
```
! wB97M-V def2-TZVPD RIJCOSX def2/J DEFGRID3
* xyz 0 1
C 0.85812 1.77444 -0.41935
N 1.08215 0.40995 0.03122
Si 0.14491 -0.98827 -0.28278
C -1.55422 -1.18096 0.68109
Cl -0.48308 -0.93826 -2.21345
Cl 1.40818 -2.41310 0.22294
H 0.82811 2.46981 0.39734
H 1.83733 2.11799 -0.86223
H 0.04946 1.77242 -1.13332
H 1.71339 0.32240 0.89895
H -1.48147 -0.34389 1.36728
H -2.41309 -0.86849 0.08033
H -1.98980 -2.13404 1.23198
*
```

In the Löwdin picture, each atom carries the following charge in e: -0.1789, -0.2630, -0.4306, -0.2447, 0.3465, 0.3991, 0.0600, 0.0869, 0.0532, 0.1087, -0.0059, -0.0030, 0.0717

***

two (486.3 kJ/mol below the next structure)

***

one:
Density functional theory data (ωB97M-V with the def2-TZVPD basis set) for one molecule with the formula C2H7NO.

Summary:
LUMO energy (eV): 0.947
Kohn-Sham gap (eV): 10.4
E_HOMO (eV): -9.41
Structure (SMILES): CNCO

The geometry in ORCA input format:
```
! wB97M-V def2-TZVPD RIJCOSX def2/J DEFGRID3
* xyz 0 1
C -0.05721 -1.06290 0.90171
N -0.08776 0.44285 0.88131
C 0.28451 1.00007 -0.46354
O -0.33441 0.06071 -1.46776
H 0.86036 -1.20562 0.44273
H -0.14116 -1.55967 1.84009
H -0.82733 -1.44402 0.37055
H -1.15903 0.66685 0.87853
H 1.40940 1.04672 -0.61819
H -0.29592 1.94304 -0.63126
H 0.34855 0.11197 -2.13417
*
```

In the Löwdin picture, each atom carries the following charge in e: -0.1120, -0.1153, -0.2327, -0.1222, 0.0545, 0.0693, 0.0311, 0.1271, 0.1280, 0.1168, 0.0556

***

two:
Density functional theory data (ωB97M-V with the def2-TZVPD basis set) for a 2-piece molecular cluster, C2H7NO overall.

Summary:
LUMO energy (eV): 0.844
Kohn-Sham gap (eV): 9.7
E_HOMO (eV): -8.87
Structure (SMILES): C=CO.N

The geometry in ORCA input format:
```
! wB97M-V def2-TZVPD RIJCOSX def2/J DEFGRID3
* xyz 0 1
C 1.35731 -2.72619 -2.02529
C 2.05655 -3.14009 -0.96129
O 1.40998 -3.39029 0.25391
H 1.32756 -3.19717 -3.01728
H 0.50498 -2.03615 -1.80881
H 3.08769 -3.47230 -1.00260
H 2.03249 -3.26605 0.98290
N -2.93158 5.57306 1.86635
H -3.05917 5.29193 0.88537
H -3.54983 5.48318 2.65598
H -2.23597 4.88007 2.17076
*
```

In the Löwdin picture, each atom carries the following charge in e: -0.0136, -0.2699, -0.0240, 0.0567, 0.0638, 0.0974, 0.0896, -0.0154, 0.0172, -0.0030, 0.0012

***

three:
Density functional theory data (ωB97M-V with the def2-TZVPD basis set) for a 2-piece molecular cluster, C2H7NO overall.

Summary:
LUMO energy (eV): -1.017
Kohn-Sham gap (eV): 6.9
E_HOMO (eV): -7.90

The geometry in ORCA input format:
```
! wB97M-V def2-TZVPD RIJCOSX def2/J DEFGRID3
* xyz 0 1
C -1.91573 0.50084 1.39981
N -1.27984 0.06402 0.24605
H -1.45013 1.42804 1.71375
H -2.79086 0.16733 1.85657
H -1.86718 -0.56800 -0.24653
H -0.24473 -0.31377 -0.22877
C 1.97314 -0.20434 -0.98410
O 0.83015 -0.94042 -0.68674
H 2.12498 0.40595 -0.13193
H 2.76868 -0.92417 -1.17295
H 1.85153 0.38453 -1.76518
*
```

In the Löwdin picture, each atom carries the following charge in e: 0.1115, 0.0869, 0.0753, 0.0547, 0.0743, 0.0381, -0.2526, -0.3247, 0.0531, 0.0760, 0.0075

***

four:
Density functional theory data (ωB97M-V with the def2-TZVPD basis set) for a 2-piece molecular cluster, C2H7NO overall.

Summary:
LUMO energy (eV): 0.973
Kohn-Sham gap (eV): 9.2
E_HOMO (eV): -8.18
Structure (SMILES): C=CN.O

The geometry in ORCA input format:
```
! wB97M-V def2-TZVPD RIJCOSX def2/J DEFGRID3
* xyz 0 1
C 0.56499 0.00595 1.02657
C 0.69401 -0.12658 -0.29509
N 1.77585 -0.74084 -0.91219
H 1.32618 -0.39314 1.67559
H -0.29728 0.50293 1.44014
H -0.08137 0.22458 -0.97408
H 2.21461 -1.47767 -0.38917
H 1.71419 -0.87450 -1.90223
O -2.65237 0.92946 -0.27681
H -3.05055 0.33952 0.36969
H -2.20827 1.61028 0.23760
*
```

In the Löwdin picture, each atom carries the following charge in e: -0.0392, -0.3034, 0.0284, 0.0402, 0.0207, 0.0926, 0.0811, 0.0721, -0.0609, 0.0380, 0.0304

***

four (84.9 kJ/mol below the next structure)

***

one:
Density functional theory data (ωB97M-V with the def2-TZVPD basis set) for one molecule with the formula C5H11N.

Summary:
LUMO energy (spin up / spin down) (eV): 0.878 / 0.941
Kohn-Sham gap (spin up / spin down) (eV): 7.2 / 7.9
E_HOMO (spin up / spin down) (eV): -6.37 / -6.94

The geometry in ORCA input format:
```
! wB97M-V def2-TZVPD RIJCOSX def2/J DEFGRID3
* xyz 0 1
C -1.26900 1.26427 -0.15796
C -1.31238 -0.52230 -0.22053
N -0.02964 -0.87087 0.31873
C 0.49161 -2.06101 0.55354
C 0.69199 0.26993 0.60801
C 1.49442 0.79799 -0.54056
H -2.03109 1.45505 -0.89729
H -1.64308 1.54245 0.83937
H -0.48530 2.03446 -0.36158
H -2.08825 -0.58132 0.54615
H -1.60886 -1.26825 -1.01425
H -0.11893 -2.94273 0.71520
H 1.57401 -2.14221 0.55367
H 1.15700 0.27921 1.57888
H 2.41381 0.19230 -0.61578
H 1.78657 1.84402 -0.40006
H 0.97711 0.70901 -1.50553
*
```

In the Löwdin picture, each atom carries the following charge in e: -0.0706, -0.0876, -0.3048, 0.0198, -0.2466, -0.1164, 0.0362, 0.0650, 0.0564, 0.0952, 0.1162, 0.0569, 0.0577, 0.0932, 0.0745, 0.0723, 0.0825

***

two:
Density functional theory data (ωB97M-V with the def2-TZVPD basis set) for a 2-piece molecular cluster, C5H11N overall.

Summary:
LUMO energy (eV): 1.162
Kohn-Sham gap (eV): 9.3
E_HOMO (eV): -8.13
Structure (SMILES): CCN1C=C1.C

The geometry in ORCA input format:
```
! wB97M-V def2-TZVPD RIJCOSX def2/J DEFGRID3
* xyz 0 1
C -1.84034 0.99410 -0.22249
C -1.55171 -0.49669 -0.25490
N -0.17886 -0.82680 0.17388
C -0.02245 -1.45041 1.50999
C 0.26497 -0.20828 1.45221
H -2.74918 1.23701 -0.78228
H -1.96624 1.35086 0.80463
H -1.01343 1.54450 -0.67750
H -2.30636 -1.03164 0.33431
H -1.62264 -0.85928 -1.28420
H -0.02715 -2.43978 1.93157
H 0.68187 0.72809 1.77996
C 2.46696 0.27783 -0.94343
H 1.80173 -0.51255 -0.59945
H 3.08404 0.68352 -0.15074
H 1.85345 1.07535 -1.34282
H 3.12534 -0.06581 -1.72873
*
```

In the Löwdin picture, each atom carries the following charge in e: -0.1068, -0.2827, -0.1263, -0.0239, -0.0526, 0.0713, 0.0665, 0.0689, 0.1043, 0.1028, 0.0980, 0.1070, -0.0508, -0.0120, 0.0130, 0.0121, 0.0111

***

three:
Density functional theory data (ωB97M-V with the def2-TZVPD basis set) for one molecule with the formula C5H11N.

Summary:
LUMO energy (eV): 1.233
Kohn-Sham gap (eV): 10.4
E_HOMO (eV): -9.13
Structure (SMILES): CC[C@H]1CN1C

The geometry in ORCA input format:
```
! wB97M-V def2-TZVPD RIJCOSX def2/J DEFGRID3
* xyz 0 1
C 2.31403 0.11843 -0.10689
C 1.16784 -0.78521 -0.55436
C -0.15760 -0.53845 0.15177
C -0.44452 0.59664 1.07454
N -0.95745 0.59016 -0.28020
C -2.37804 0.33404 -0.42045
H 2.08715 1.17482 -0.28595
H 2.52062 -0.00592 0.96184
H 3.22927 -0.11803 -0.65747
H 1.00292 -0.65992 -1.63194
H 1.44948 -1.83540 -0.40650
H -0.72517 -1.44520 0.38059
H 0.30833 1.35095 1.29231
H -1.15137 0.41340 1.88624
H -2.56454 -0.13107 -1.39414
H -2.93096 1.27778 -0.37427
H -2.76997 -0.33701 0.36489
*
```

In the Löwdin picture, each atom carries the following charge in e: -0.1198, -0.2150, -0.3049, -0.1203, -0.1320, -0.1109, 0.0721, 0.0748, 0.0677, 0.1092, 0.1028, 0.1332, 0.0973, 0.1045, 0.0815, 0.0801, 0.0796

***

three (265.7 kJ/mol below the next structure)

***

one:
Density functional theory data (ωB97M-V with the def2-TZVPD basis set) for one molecule with the formula C5H11N.

Summary:
LUMO energy (eV): 1.203
Kohn-Sham gap (eV): 10.2
E_HOMO (eV): -8.95
Structure (SMILES): C=CCCNC

The geometry in ORCA input format:
```
! wB97M-V def2-TZVPD RIJCOSX def2/J DEFGRID3
* xyz 0 1
C 1.86130 -1.21034 0.70480
C 1.83659 -0.05439 0.08297
C 1.04337 0.21413 -1.17067
C -0.32649 0.76892 -0.74982
N -1.15761 -0.30346 -0.16165
C -2.04635 0.18388 0.88206
H 1.46874 -2.13060 0.31275
H 2.39533 -1.32125 1.63655
H 2.20589 0.82296 0.60810
H 0.88395 -0.77691 -1.60466
H 1.52781 0.87642 -1.88454
H -0.92319 1.32251 -1.46014
H -0.15490 1.47740 0.06092
H -1.77006 -0.66960 -0.88037
H -1.45165 0.51164 1.73782
H -2.77793 0.96128 0.63014
H -2.61481 -0.67259 1.25576
*
```

In the Löwdin picture, each atom carries the following charge in e: -0.0061, -0.2089, -0.1960, -0.2434, -0.1275, -0.1568, 0.0559, 0.0491, 0.0982, 0.1041, 0.1027, 0.1055, 0.1021, 0.0982, 0.0761, 0.0732, 0.0736

***

two:
Density functional theory data (ωB97M-V with the def2-TZVPD basis set) for one molecule with the formula C5H11N.

Summary:
LUMO energy (eV): 1.101
Kohn-Sham gap (eV): 9.4
E_HOMO (eV): -8.31
Structure (SMILES): C=C(C)CCN

The geometry in ORCA input format:
```
! wB97M-V def2-TZVPD RIJCOSX def2/J DEFGRID3
* xyz 0 1
C 0.62313 1.26636 1.52167
C 0.11736 0.89827 0.28803
C 1.05766 1.22634 -0.88806
C -0.98128 0.19530 -0.23408
C -0.63597 -1.28151 -0.64081
N -0.39950 -1.89810 0.66479
H 1.21942 2.20593 1.53529
H 0.60395 0.69806 2.37477
H 0.35908 1.38962 -1.77883
H 1.80761 1.92893 -0.79969
H 1.56850 0.18536 -1.10545
H -1.97768 0.14445 0.28298
H -1.21717 0.58948 -1.19852
H 0.13312 -1.46024 -1.37094
H -1.48924 -1.82112 -0.94529
H 0.06097 -2.81818 0.80500
H -0.84997 -1.44897 1.48917
*
```

In the Löwdin picture, each atom carries the following charge in e: 0.0573, -0.3795, -0.0621, -0.2181, -0.2475, -0.0436, 0.0653, 0.0130, 0.0892, 0.0374, 0.1198, 0.1402, 0.0884, 0.0986, 0.0786, 0.0798, 0.0830

***

one (170.3 kJ/mol below the next structure)